{
  "formula": "C39H68N11O7P3Re",
  "method": "ωB97M-V/def2-TZVPD",
  "total_charge": 4,
  "homo_lumo_gap_ev": [3.4, 3.5],
  "spin_multiplicity": 2,
  "s_squared": 0.77,
  "elements": ["Re", "C", "N", "C", "C", "N", "C", "C", "C", "C", "C", "C", "N", "C", "N", "C", "C", "C", "C", "C", "C", "N", "H", "H", "H", "H", "H", "H", "H", "H", "H", "H", "H", "H", "H", "H", "H", "C", "C", "C", "O", "P", "O", "C", "P", "O", "O", "C", "C", "C", "O", "C", "C", "C", "O", "C", "C", "C", "H", "H", "H", "H", "H", "H", "H", "H", "H", "H", "H", "H", "H", "H", "H", "H", "H", "H", "H", "H", "H", "H", "H", "H", "H", "H", "H", "H", "H", "H", "C", "N", "C", "P", "O", "N", "C", "C", "N", "C", "C", "H", "H", "H", "H", "H", "H", "H", "H", "H", "H", "H", "H", "H", "H", "H", "H", "H", "H", "N", "C", "C", "N", "C", "C", "N", "H", "H", "H", "H", "H"],
  "xyz": [[-0.52, 0.52, 0.74], [0.89, 3.44, 1.38], [0.13, 2.87, 0.25], [-1.15, 3.55, 0.01], [-2.17, 3.00, 0.95], [-2.15, 1.73, 1.38], [-3.26, 1.58, 2.19], [-3.77, 0.49, 2.89], [-4.91, 0.68, 3.64], [-5.58, 1.91, 3.68], [-5.12, 2.99, 2.96], [-3.95, 2.81, 2.23], [-3.22, 3.67, 1.44], [0.99, 2.45, 2.49], [0.45, 1.24, 2.38], [0.89, 0.51, 3.44], [0.70, -0.93, 3.67], [1.08, -1.29, 5.05], [1.71, -0.42, 5.89], [2.06, 0.89, 5.53], [1.63, 1.34, 4.28], [1.69, 2.56, 3.64], [1.92, 3.67, 1.07], [0.43, 4.37, 1.72], [0.69, 2.89, -0.59], [-1.06, 4.64, 0.12], [-1.47, 3.35, -1.01], [-3.31, -0.48, 2.80], [-5.31, -0.14, 4.22], [-6.47, 2.00, 4.27], [-5.65, 3.93, 2.97], [-3.46, 4.64, 1.25], [1.34, -1.50, 2.97], [0.92, -2.31, 5.35], [2.00, -0.77, 6.87], [2.63, 1.52, 6.20], [2.18, 3.37, 3.97], [6.24, 1.60, 0.53], [5.02, 2.49, 0.65], [4.90, 3.38, -0.58], [3.79, 1.75, 0.89], [3.30, 0.39, 0.21], [2.07, -0.04, 0.92], [2.92, 0.77, -1.54], [1.65, -0.47, -1.97], [0.37, -0.22, -1.23], [1.43, -0.57, -3.51], [0.96, 0.40, -4.47], [2.06, 1.39, -4.82], [-0.32, 1.07, -4.00], [2.22, -1.87, -1.58], [3.18, -2.68, -2.34], [2.51, -3.36, -3.52], [4.38, -1.88, -2.80], [4.46, -0.67, 0.20], [4.51, -1.85, 1.04], [5.71, -2.68, 0.61], [4.62, -1.46, 2.51], [7.13, 2.23, 0.46], [6.19, 0.99, -0.37], [6.35, 0.96, 1.39], [5.09, 3.11, 1.55], [5.09, 2.82, -1.50], [5.66, 4.15, -0.50], [3.93, 3.87, -0.64], [3.80, 0.72, -2.17], [2.50, 1.78, -1.61], [0.74, -0.22, -5.35], [2.23, 2.10, -4.02], [1.78, 1.94, -5.72], [2.98, 0.87, -5.04], [-0.11, 1.72, -3.15], [-1.04, 0.31, -3.69], [-0.73, 1.66, -4.81], [3.48, -3.43, -1.60], [2.26, -2.63, -4.29], [1.61, -3.88, -3.21], [3.19, -4.08, -3.95], [4.10, -1.18, -3.58], [5.12, -2.56, -3.22], [4.85, -1.35, -1.97], [3.58, -2.40, 0.87], [6.64, -2.18, 0.88], [5.72, -2.83, -0.47], [5.68, -3.64, 1.10], [5.61, -1.08, 2.73], [4.44, -2.33, 3.12], [3.89, -0.68, 2.75], [-3.00, -3.16, -2.13], [-3.30, -1.91, -2.79], [-3.36, -1.98, -4.22], [-3.71, -0.62, -1.80], [-2.68, -0.26, -0.80], [-5.13, -1.15, -1.03], [-6.22, -1.81, -1.71], [-5.40, -0.84, 0.35], [-4.07, 0.64, -2.84], [-3.41, 1.90, -2.66], [-5.26, 0.71, -3.67], [-2.08, -3.58, -2.52], [-3.80, -3.89, -2.30], [-2.90, -2.98, -1.06], [-2.42, -2.39, -4.61], [-3.50, -0.99, -4.66], [-4.16, -2.64, -4.56], [-5.92, -2.12, -2.71], [-7.10, -1.15, -1.79], [-6.53, -2.69, -1.15], [-4.49, -0.45, 0.81], [-5.72, -1.73, 0.89], [-6.20, -0.10, 0.44], [-2.57, 1.75, -1.98], [-4.09, 2.66, -2.26], [-3.04, 2.25, -3.62], [-5.68, -0.28, -3.84], [-4.99, 1.14, -4.64], [-6.02, 1.35, -3.23], [-1.65, -2.80, 4.90], [-1.18, -2.67, 3.67], [-0.80, -1.31, 3.16], [-0.80, -1.20, 1.71], [-0.64, -2.34, 1.04], [-0.67, -3.59, 1.66], [-1.01, -3.74, 2.93], [-1.75, -2.04, 5.55], [-1.87, -3.73, 5.22], [-1.43, -0.54, 3.60], [-0.54, -2.26, -0.03], [-0.49, -4.50, 1.11]],
  "mulliken_charge": [1.603, -1.157, -0.247, -1.482, 0.238, 0.939, -0.222, -0.349, -0.960, -0.880, -1.115, 0.969, -0.007, -0.041, 0.821, -0.596, 2.100, -0.998, -1.101, -0.833, 0.881, 0.027, 0.451, 0.627, 0.113, 0.763, 0.269, 0.623, 0.523, 0.475, 0.537, 0.277, -0.260, 0.674, 0.529, 0.586, 0.312, -1.254, 0.292, -1.308, -0.381, -0.846, -0.347, -1.064, -0.010, -0.104, -0.198, 0.299, -1.415, -0.971, -0.513, 0.407, -1.465, -1.098, 0.235, 0.941, -1.691, -1.243, 0.568, 0.284, 0.201, 0.387, 0.314, 0.527, 0.254, 0.877, 0.811, 0.381, 0.210, 0.528, 0.350, -0.020, 0.141, 0.719, 0.460, 0.259, 0.330, 0.513, 0.139, 0.573, 0.130, 0.081, 0.401, 0.375, 0.408, 0.433, 0.465, 0.169, -1.132, 0.803, -1.089, -1.379, 0.286, 0.926, -1.175, -0.629, 0.698, -0.363, -1.092, 0.342, 0.339, 0.182, 0.289, 0.353, 0.339, 0.361, 0.321, 0.342, -0.326, 0.360, 0.331, -0.755, 0.401, 0.377, 0.363, 0.388, 0.257, -0.205, -0.337, -0.882, 1.298, -0.252, -1.180, -0.654, 0.257, 0.325, 0.616, 0.723, 0.553]
}